No. 1
Density functional theory data (the ωB97M-V functional and the def2-TZVPD basis) for a structure of composition C34H47BrI2LuNO5PSe.

Properties
Relative energy (zero: lowest compared OMol25 entry of this formula, charge and spin) = 1.142 eV
Total energy = -242258.5059 eV
Net charge = -1
Largest force on an atom = 0.0515 hartree/bohr
Gap between HOMO and LUMO = 6.9 eV
Molar mass = 1168.4 g mol⁻¹
Lowest unoccupied orbital energy = 0.0539 Eh

Geometry (Å):
Lu  -1.06  1.48  0.85
O  -3.35  5.65  4.96
C  -2.81  4.75  4.10
C  -1.44  4.54  4.05
C  -1.00  3.64  3.06
N  -1.80  3.11  2.20
C  -3.11  3.35  2.21
C  -3.67  4.14  3.16
C  -3.90  2.61  1.16
O  -5.14  2.70  1.17
O  -3.13  1.96  0.32
C  0.45  3.19  2.94
O  1.22  3.61  3.78
O  0.63  2.36  2.01
H  -2.76  5.89  5.71
H  -0.65  4.99  4.68
H  -4.79  4.27  3.17
Br  -2.10  -0.25  2.51
I  -0.32  3.46  -1.72
I  0.96  5.87  -0.95
C  -5.71  -1.20  -5.77
C  -4.53  -0.63  -4.98
C  -3.47  -1.41  -4.56
C  -2.46  -1.02  -3.69
C  -1.27  -1.92  -3.39
C  -2.59  0.22  -3.10
Se  -1.13  0.71  -1.96
C  -3.64  1.08  -3.44
C  -3.76  2.50  -2.84
C  -4.59  0.65  -4.36
H  -5.38  -1.86  -6.57
H  -6.22  -0.39  -6.31
H  -6.37  -1.71  -5.09
H  -3.44  -2.50  -4.93
H  -1.42  -2.90  -3.85
H  -1.18  -2.06  -2.30
H  -0.38  -1.43  -3.77
H  -4.52  2.56  -2.04
H  -4.01  3.23  -3.63
H  -2.83  2.78  -2.36
H  -5.37  1.39  -4.59
C  4.42  0.49  3.89
C  2.94  0.75  4.19
C  2.12  -0.16  3.18
C  2.74  -0.26  1.81
C  3.61  0.96  1.48
C  4.76  1.07  2.53
P  1.38  -0.52  0.57
C  2.10  -1.02  -1.09
C  2.33  0.29  -1.91
C  2.56  0.03  -3.41
C  3.21  -1.38  -3.55
C  4.20  -1.60  -2.40
C  3.43  -1.83  -1.11
C  0.60  -2.08  1.23
C  1.43  -3.22  1.83
C  0.65  -4.51  1.88
C  -0.85  -4.27  2.09
C  -1.38  -3.64  0.84
C  -0.38  -2.62  0.22
H  4.61  -0.55  3.95
H  5.01  0.93  4.74
H  2.67  1.80  4.15
H  2.66  0.40  5.17
H  1.13  0.26  3.10
H  1.99  -1.14  3.58
H  3.40  -1.13  1.76
H  2.94  1.79  1.48
H  4.06  0.92  0.46
H  5.07  2.13  2.64
H  5.65  0.52  2.08
H  1.25  -1.59  -1.58
H  3.15  0.87  -1.47
H  1.49  0.94  -1.74
H  3.26  0.74  -3.84
H  1.65  0.20  -4.00
H  3.83  -1.48  -4.49
H  2.52  -2.18  -3.47
H  4.83  -0.77  -2.22
H  4.87  -2.45  -2.62
H  4.10  -1.63  -0.21
H  3.21  -2.87  -0.91
H  0.03  -1.66  2.10
H  1.81  -2.97  2.86
H  2.34  -3.33  1.23
H  1.02  -5.21  2.66
H  0.78  -4.98  0.91
H  -0.98  -3.64  2.98
H  -1.34  -5.21  2.33
H  -2.37  -3.26  1.02
H  -1.61  -4.47  0.07
H  -0.95  -1.75  -0.13
H  0.12  -3.10  -0.66

=====

No. 2
Density functional theory data (the ωB97M-V functional and the def2-TZVPD basis) for a cluster of 10 separate species, C34H47Cl6F21O14 in total.

Properties
Relative energy (zero: lowest compared OMol25 entry of this formula, charge and spin) = 2.103 eV
Total energy = -196887.4554 eV
Net charge = 0
Largest force on an atom = 0.1036 hartree/bohr
SMILES = CCOC(=O)C(F)(F)F.CCOC(=O)C(F)(F)F.CCOC(=O)C(F)(F)F.CCOC(=O)C(F)(F)F.CCOC(=O)C(F)(F)F.CCOC(=O)C(F)(F)F.CCOC(=O)C(F)(F)F.ClCCCl.ClCCCl.ClCCCl
Gap between HOMO and LUMO = 11.1 eV
Molar mass = 1291.4 g mol⁻¹
Lowest unoccupied orbital energy = 0.0101 Eh

Geometry (Å):
Cl  0.44  -5.99  0.79
C  1.77  -5.28  -0.09
C  2.94  -5.09  0.95
Cl  4.38  -4.44  0.13
H  1.54  -4.34  -0.60
H  2.13  -5.97  -0.86
H  3.13  -6.00  1.52
H  2.56  -4.35  1.66
Cl  1.26  0.19  5.60
C  0.99  -1.53  5.70
C  1.04  -2.26  4.44
Cl  2.62  -2.39  3.71
H  0.00  -1.62  6.13
H  1.78  -1.96  6.31
H  0.42  -1.71  3.73
H  0.73  -3.31  4.47
Cl  -0.57  0.42  -1.91
C  -0.83  -0.07  -0.21
C  -0.21  -1.51  0.01
Cl  1.56  -1.55  -0.34
H  -1.90  -0.18  0.00
H  -0.53  0.67  0.52
H  -0.77  -2.23  -0.58
H  -0.34  -1.74  1.07
C  -4.98  4.78  -2.60
C  -3.56  4.17  -2.87
O  -2.75  4.39  -1.76
C  -2.86  3.64  -0.66
O  -3.75  2.80  -0.51
C  -1.77  3.85  0.46
F  -1.01  2.76  0.49
F  -1.05  4.93  0.22
F  -2.45  4.00  1.61
H  -5.44  4.41  -1.68
H  -5.61  4.40  -3.40
H  -4.93  5.87  -2.62
H  -3.14  4.59  -3.79
H  -3.74  3.11  -3.01
C  -2.34  2.61  5.62
C  -3.34  2.30  4.50
O  -3.70  0.90  4.45
C  -3.13  0.11  3.63
O  -2.14  0.49  3.00
C  -3.65  -1.35  3.52
F  -2.60  -2.22  3.77
F  -4.68  -1.67  4.41
F  -4.06  -1.51  2.27
H  -1.37  2.13  5.48
H  -2.54  2.17  6.60
H  -2.22  3.68  5.78
H  -2.91  2.63  3.55
H  -4.25  2.90  4.58
C  1.91  -7.52  -3.49
C  0.50  -7.28  -3.01
O  0.12  -5.92  -2.93
C  -0.41  -5.36  -4.09
O  -0.42  -5.88  -5.21
C  -0.80  -3.92  -3.97
F  -0.63  -3.30  -5.10
F  -2.09  -3.90  -3.62
F  -0.17  -3.25  -3.01
H  2.02  -8.56  -3.81
H  2.58  -7.41  -2.64
H  2.27  -6.80  -4.23
H  0.23  -7.69  -2.04
H  -0.23  -7.74  -3.69
C  4.77  -0.83  -0.41
C  6.27  -0.60  -0.36
O  6.71  -0.38  -1.69
C  7.98  -0.14  -1.96
O  8.94  -0.20  -1.13
C  8.24  0.08  -3.48
F  9.30  -0.68  -3.75
F  7.19  -0.24  -4.23
F  8.61  1.38  -3.67
H  4.35  -0.97  0.59
H  4.47  -1.70  -1.00
H  4.23  0.01  -0.85
H  6.79  -1.41  0.15
H  6.45  0.26  0.29
C  0.69  3.20  -3.49
C  0.75  4.68  -4.06
O  -0.14  5.58  -3.48
C  0.17  6.82  -3.25
O  1.26  7.27  -3.43
C  -0.98  7.62  -2.71
F  -0.91  7.62  -1.32
F  -0.98  8.91  -3.12
F  -2.12  7.03  -3.06
H  0.94  3.24  -2.43
H  1.32  2.45  -3.98
H  -0.31  2.80  -3.60
H  0.44  4.69  -5.10
H  1.80  4.94  -3.96
C  -4.27  -0.62  -1.50
C  -4.71  -1.94  -2.15
O  -3.92  -3.05  -1.68
C  -4.14  -3.62  -0.45
O  -5.00  -3.15  0.34
C  -3.23  -4.83  -0.15
F  -2.05  -4.41  0.09
F  -3.61  -5.47  0.94
F  -3.19  -5.71  -1.14
H  -4.33  -0.70  -0.41
H  -4.94  0.23  -1.65
H  -3.27  -0.36  -1.83
H  -4.64  -1.71  -3.21
H  -5.74  -2.15  -1.85
C  1.92  1.12  2.18
C  1.52  2.65  2.38
O  1.87  3.14  3.70
C  1.10  4.06  4.33
O  0.06  4.52  3.86
C  1.64  4.40  5.74
F  2.84  3.88  6.04
F  1.73  5.72  5.80
F  0.71  3.97  6.58
H  2.91  0.96  2.60
H  1.96  0.91  1.11
H  1.17  0.45  2.60
H  0.44  2.81  2.29
H  1.91  3.30  1.60

=====

No. 3
Density functional theory data (the ωB97M-V functional and the def2-TZVPD basis) for a cluster of 5 separate species, C34H47N5O3PS in total.

Properties
Relative energy (zero: lowest compared OMol25 entry of this formula, charge and spin) = 0.000 eV
Total energy = -69729.4055 eV
Net charge = +1
Largest force on an atom = 0.0522 hartree/bohr
Gap between HOMO and LUMO = 6.6 eV
Molar mass = 636.8 g mol⁻¹
Lowest unoccupied orbital energy = -0.1487 Eh

Geometry (Å):
C  -6.91  0.02  2.43
C  -7.07  -0.45  3.86
O  -6.84  -1.84  3.91
C  -5.97  -2.25  4.95
C  -4.54  -1.88  4.56
C  -3.56  -2.95  4.03
C  -2.35  -2.02  3.91
N  -2.42  -1.11  4.78
C  -1.48  0.01  4.96
C  -1.24  0.74  3.64
C  -2.55  1.00  2.87
C  -2.48  2.22  1.97
C  -3.53  2.14  0.88
O  -3.14  1.12  -0.04
C  -4.10  0.74  -0.88
C  -3.62  -0.13  -2.00
O  -5.24  1.02  -0.76
C  -3.60  -1.30  5.65
P  -2.97  -2.50  6.97
S  -2.38  -1.60  8.57
H  -7.18  1.06  2.32
H  -5.87  -0.08  2.10
H  -7.49  -0.58  1.75
H  -6.37  0.13  4.47
H  -8.09  -0.19  4.17
H  -6.10  -3.31  5.09
H  -6.25  -1.68  5.84
H  -4.47  -1.13  3.79
H  -3.84  -3.16  2.99
H  -3.41  -3.86  4.58
H  -1.55  -2.06  3.18
H  -1.98  0.71  5.62
H  -0.56  -0.30  5.44
H  -0.72  1.67  3.81
H  -0.63  0.08  3.03
H  -3.41  1.01  3.53
H  -2.70  0.15  2.20
H  -2.69  3.12  2.53
H  -1.50  2.27  1.51
H  -3.60  3.11  0.39
H  -4.49  1.95  1.34
H  -3.08  -0.98  -1.60
H  -4.48  -0.50  -2.54
H  -2.97  0.42  -2.68
H  -3.95  -0.44  6.19
H  -3.99  -3.46  7.15
H  -1.92  -3.18  6.31
N  1.21  -2.72  2.41
C  1.61  -1.50  2.03
C  2.05  -1.20  0.75
C  2.09  -2.21  -0.19
C  1.68  -3.48  0.18
C  1.25  -3.68  1.48
H  1.57  -0.74  2.80
H  2.36  -0.19  0.50
H  2.43  -2.02  -1.20
H  1.70  -4.30  -0.53
H  0.93  -4.66  1.82
N  2.90  -3.15  -3.30
C  4.07  -3.33  -3.91
C  4.20  -3.58  -5.27
C  3.05  -3.64  -6.04
C  1.83  -3.45  -5.43
C  1.81  -3.21  -4.06
H  4.95  -3.28  -3.27
H  5.18  -3.72  -5.71
H  3.11  -3.82  -7.11
H  0.91  -3.48  -5.99
H  0.87  -3.05  -3.54
N  7.08  0.28  -6.04
C  5.99  -0.45  -5.84
C  4.91  -0.02  -5.09
C  4.97  1.24  -4.51
C  6.10  2.01  -4.70
C  7.12  1.49  -5.48
H  5.99  -1.42  -6.31
H  4.04  -0.66  -4.96
H  4.14  1.61  -3.91
H  6.19  3.00  -4.27
H  8.02  2.06  -5.66
N  6.19  5.17  -4.43
C  7.01  6.08  -3.91
C  6.66  7.41  -3.71
C  5.38  7.81  -4.06
C  4.51  6.87  -4.60
C  4.97  5.57  -4.76
H  8.00  5.73  -3.65
H  7.37  8.11  -3.28
H  5.07  8.83  -3.92
H  3.51  7.14  -4.89
H  4.32  4.81  -5.18